Computed, not measured: a single C3H7NSi molecule in a non-equilibrium geometry, with ωB97M-V/def2-TZVPD.

- total charge = 0
- multiplicity = 1
- gap between HOMO and LUMO (spin up / spin down) (Ha) = 0.26858 / 0.26813
- LUMO level (spin up / spin down) (eV) = -0.39 / -0.49
- ΔE to the lowest compared entry with this formula, charge and spin (eV) = 2.390

Structure (XYZ):
```
12
Properties=species:S:1:pos:R:3:forces:R:3
C -2.17399 0.08027 0.19750 -1.96 0.21 2.00
C 0.77234 -1.48989 -0.15219 0.29 -3.03 0.54
C 0.70003 1.44858 0.17255 1.81 0.72 -1.41
N -2.08347 -0.21321 -0.95373 1.06 0.15 -0.02
Si -0.22769 -0.12273 0.67639 -0.04 0.32 -0.81
H -3.00334 0.37705 0.95288 1.40 -0.45 -1.28
H 0.72030 -2.61895 0.25896 -0.28 2.64 -0.57
H 0.48897 -1.59510 -1.20517 0.20 0.23 0.12
H 1.85450 -1.27322 -0.08804 -0.49 0.25 -0.13
H 1.01290 1.58960 -0.93720 -0.75 -0.66 1.54
H 0.20410 2.40664 0.41023 0.21 -0.52 0.30
H 1.73535 1.41095 0.66783 -1.45 0.16 -0.27
```
Positions in Å, forces in eV/Å.